The following is a quantum chemistry calculation of a 2-piece molecular cluster, C2HClF2O2 overall, from OMol25.

Properties
- HOMO-LUMO gap (eV) = 8.85
- LUMO (Eh) = -0.0149
- SMILES string = O=C=C(F)Cl.OF
- charge = 0

Last column: natural (NBO) charge in e.
Positions of all 8 atoms, in Å:
C: -0.999 0.891 -0.328  0.607
C: -0.387 -0.112 -0.891  0.102
O: -1.214 1.616 0.498  -0.381
O: 0.728 -0.687 0.890  -0.307
F: -1.238 -0.999 -1.393  -0.297
F: 1.919 -0.784 1.709  -0.193
Cl: 0.855 0.400 -2.003  0.033
H: 0.338 -0.326 1.518  0.437

The following is a quantum chemistry calculation of C13H9ClN3O8PtSbSe4 as an isolated structure, from OMol25.

Properties
- 2S+1 = 5
- <S²> = 6.0410
- HOMO-LUMO gap (spin up / spin down) (eV) = 5.32 / 5.48
- LUMO (spin up / spin down) (Eh) = -0.0691 / -0.0914
- charge = 0

Last column: natural (NBO) charge in e.
Positions of all 40 atoms, in Å:
Pt: 10.609 8.346 7.458  0.782
O: 7.950 10.547 4.973  -0.713
C: 9.142 10.044 5.309  0.758
O: 9.775 9.168 4.723  -0.599
C: 9.737 10.857 6.418  0.145
C: 9.216 12.151 6.556  -0.167
C: 9.558 12.876 7.687  -0.138
C: 10.553 12.348 8.552  -0.192
C: 11.093 11.127 8.331  0.049
N: 10.588 10.344 7.326  -0.391
C: 12.098 10.455 9.245  0.761
O: 13.020 11.232 9.860  -0.643
O: 12.132 9.212 9.429  -0.546
H: 7.551 9.845 4.242  0.415
H: 8.690 12.469 5.699  0.260
H: 9.086 13.816 7.905  0.240
H: 10.973 13.015 9.345  0.241
H: 13.168 12.058 9.414  0.492
O: 11.014 4.219 7.515  -0.747
Cl: 11.279 5.382 6.735  2.450
O: 12.559 5.392 6.037  -0.774
O: 10.146 5.755 5.838  -0.817
O: 11.268 6.479 7.879  -0.834
Se: 6.133 4.931 6.280  -0.263
Sb: 7.415 6.987 5.898  0.795
Se: 8.472 7.695 8.156  -0.370
Se: 7.054 8.190 3.551  -0.137
Se: 5.317 7.925 7.022  -0.215
N: 16.724 7.554 8.795  -0.264
C: 15.972 7.821 7.940  0.257
C: 14.964 8.111 6.986  -0.221
C: 15.227 8.469 5.658  -0.084
C: 14.171 8.577 4.755  -0.261
C: 12.876 8.506 5.265  0.079
N: 12.648 8.372 6.586  -0.505
C: 13.617 7.940 7.388  0.158
H: 16.234 8.598 5.354  0.231
H: 14.355 8.702 3.703  0.241
H: 11.939 8.438 4.607  0.269
H: 13.432 7.519 8.356  0.258

The following is a quantum chemistry calculation of one molecule with the formula C4H5NO2, from OMol25.

Properties
- HOMO-LUMO gap (eV) = 10.79
- LUMO (Eh) = 0.0276
- SMILES string = O=C[C@H]1CN=CO1
- charge = 0

Last column: natural (NBO) charge in e.
Positions of all 12 atoms, in Å:
O: -2.621 0.795 0.057  -0.501
C: -1.779 -0.069 0.044  0.426
C: -0.387 0.170 -0.497  -0.048
C: 0.573 0.797 0.553  -0.266
N: 1.777 -0.032 0.486  -0.453
C: 1.481 -1.013 -0.252  0.379
O: 0.246 -1.080 -0.815  -0.490
H: -1.956 -1.081 0.466  0.122
H: -0.453 0.774 -1.408  0.209
H: 0.796 1.842 0.328  0.221
H: 0.164 0.756 1.571  0.206
H: 2.135 -1.845 -0.497  0.194

The following is a quantum chemistry calculation of a 7-piece molecular cluster, C21H59N5O9 overall, from OMol25.

Properties
- HOMO-LUMO gap (eV) = 8.77
- LUMO (Eh) = 0.0140
- charge = 0

Last column: Mulliken charge in e.
Positions of all 94 atoms, in Å:
O: 0.139 -0.271 -0.929  0.941
H: -0.609 -0.468 -0.251  0.350
H: 0.127 0.721 -0.967  -0.224
H: -0.139 -0.658 -1.721  0.492
C: -0.534 2.763 -1.509  0.498
O: 0.595 2.229 -1.903  -0.773
O: -0.989 3.889 -2.128  -0.527
O: -1.167 2.228 -0.560  -0.792
H: -0.401 4.213 -2.791  0.343
C: 3.646 2.970 2.784  -1.997
C: 2.405 3.325 1.792  0.404
C: 2.723 4.548 0.969  -0.522
O: 2.826 5.572 1.976  -0.308
C: 3.036 6.846 1.600  -1.027
N: 2.227 2.311 0.782  -0.295
H: 3.483 1.946 3.129  0.358
H: 3.724 3.623 3.465  0.698
H: 4.583 2.967 2.379  0.454
H: 1.596 3.421 2.568  0.145
H: 1.932 4.779 0.312  0.446
H: 3.703 4.353 0.333  0.258
H: 3.729 7.152 0.959  0.441
H: 3.287 7.511 2.292  0.431
H: 1.947 7.277 1.374  0.233
H: 2.897 2.293 0.186  0.265
H: 1.344 2.480 0.204  0.046
C: 3.278 -4.674 -0.937  -1.337
C: 2.946 -4.508 0.550  -0.085
C: 2.550 -3.018 0.928  -0.311
O: 3.627 -2.081 0.783  -0.503
C: 3.331 -0.791 1.009  0.025
N: 1.969 -5.479 0.975  -0.810
H: 3.363 -5.683 -1.315  0.435
H: 4.132 -4.019 -1.208  0.363
H: 2.610 -4.387 -1.740  0.149
H: 3.742 -4.697 0.973  0.559
H: 2.153 -3.058 1.888  0.543
H: 1.828 -2.608 0.421  0.078
H: 2.502 -0.560 0.393  -0.170
H: 4.216 -0.167 0.874  0.176
H: 3.361 -0.810 2.174  0.350
H: 1.880 -5.493 1.982  0.266
H: 2.590 -6.284 0.903  0.337
C: -0.465 -0.225 2.892  -1.132
C: -0.879 -1.555 2.173  0.977
C: -1.697 -2.426 3.079  -0.906
O: -0.847 -3.096 3.986  -0.330
C: -1.653 -3.906 4.837  -0.774
N: -1.592 -1.210 0.953  -0.098
H: -0.091 -0.457 4.013  0.344
H: -1.189 0.557 3.018  0.368
H: 0.579 -0.115 2.433  0.033
H: -0.041 -2.200 1.847  -0.391
H: -2.225 -3.114 2.481  0.480
H: -2.309 -1.770 3.726  0.330
H: -2.515 -3.226 5.386  0.236
H: -0.994 -4.309 5.534  0.306
H: -1.949 -4.771 4.347  0.355
H: -2.195 -0.438 0.953  0.030
H: -2.057 -2.194 0.668  0.215
C: -0.828 0.066 -4.726  -1.553
C: -0.652 -1.254 -4.088  0.180
C: 0.768 -1.689 -3.994  -0.690
O: 1.443 -1.008 -3.044  -0.101
C: 2.795 -1.327 -2.860  -0.657
N: -1.352 -1.398 -2.842  -0.968
H: -0.800 0.793 -4.060  0.289
H: -1.837 0.412 -4.966  0.482
H: -0.378 0.268 -5.738  0.336
H: -1.126 -1.955 -4.677  0.715
H: 1.134 -1.564 -5.018  0.328
H: 0.731 -2.822 -3.855  0.317
H: 3.329 -1.035 -1.978  0.187
H: 3.564 -1.200 -3.655  0.265
H: 2.653 -2.428 -2.487  0.071
H: -1.548 -2.487 -2.563  0.287
H: -2.323 -1.099 -3.146  0.273
C: -5.210 -0.327 -0.058  -1.544
C: -4.053 0.743 -0.068  1.123
C: -4.655 2.076 -0.717  -0.413
O: -4.885 1.715 -2.058  -0.329
C: -5.335 2.915 -2.675  -0.876
N: -3.503 0.848 1.250  -0.521
H: -5.084 -1.243 0.523  0.370
H: -5.316 -0.427 -1.170  0.346
H: -6.097 -0.039 0.548  0.341
H: -3.305 0.402 -0.849  -0.678
H: -3.765 2.853 -0.473  0.253
H: -5.624 2.615 -0.140  0.240
H: -4.386 3.512 -2.640  0.289
H: -5.918 3.379 -2.017  0.419
H: -5.401 2.833 -3.735  0.312
H: -4.310 1.170 1.708  0.305
H: -2.752 1.494 0.982  0.156

Computed strongest force on any atom, in the same sequence as the records: 12.59 4.82 0.67 9.72 eV/Å.